82
Properties=species:S:1:pos:R:3:lowdin_charge:R:1 method="wB97M-V/def2-TZVPD" relative_energy_ev=0.0000 largest_force_ev_per_a=5.8 energy_ha=-2819.13614 orbital_gap_ha=0.3548 e_homo_ev=-9.64 total_charge=0
C 11.16238 34.77806 -10.48092 -0.07
C 11.14911 36.15455 -11.17323 -0.14
O 10.49723 36.01466 -12.37533 0.07
C 10.38042 34.69365 -12.63600 -0.53
O 10.37438 34.14828 -13.74113 0.12
O 10.55321 34.03810 -11.51487 0.02
H 10.59384 34.71655 -9.55298 0.13
H 12.17722 34.38244 -10.44018 0.14
H 12.16421 36.47629 -11.40600 0.14
H 10.58053 36.91821 -10.64254 0.14
C 11.50425 22.17231 -12.81703 -0.08
C 11.40720 22.36306 -11.27473 -0.14
O 11.70503 23.68777 -11.07946 0.07
C 11.59558 24.40083 -12.19848 -0.52
O 11.53477 25.62347 -12.21057 0.11
O 11.61530 23.53822 -13.26289 0.05
H 10.62350 21.72442 -13.27722 0.13
H 12.42588 21.64776 -13.06911 0.13
H 12.01394 21.64433 -10.72394 0.14
H 10.39027 22.08218 -11.00073 0.13
C 6.47729 30.07482 -9.41271 -0.13
C 7.01926 31.02123 -8.30569 -0.07
O 7.70277 30.06062 -7.47865 0.05
C 7.42764 28.81716 -7.82418 -0.53
O 7.79714 27.84895 -7.16713 0.13
O 6.71500 28.76449 -8.99966 0.07
H 7.00555 30.34171 -10.32803 0.11
H 5.43626 30.23759 -9.69173 0.13
H 6.40391 31.66942 -7.68175 0.13
H 7.84454 31.66469 -8.61058 0.09
C 9.30365 25.72674 -9.51900 -0.11
C 10.52412 26.52818 -9.08498 -0.14
O 11.13629 25.76545 -8.11381 0.08
C 10.44050 24.67641 -7.83237 -0.55
O 10.71598 23.87792 -6.94765 0.12
O 9.30281 24.73092 -8.55193 0.06
H 9.32616 25.26403 -10.50566 0.12
H 8.40106 26.32828 -9.41141 0.12
H 10.36039 27.45732 -8.53907 0.12
H 11.13312 26.65583 -9.97992 0.10
C 14.45081 26.99061 -10.35863 -0.15
C 14.92353 26.15316 -9.20123 -0.07
O 14.99970 27.13920 -8.11709 0.08
C 14.25898 28.18788 -8.42176 -0.52
O 14.01112 29.15899 -7.67846 0.12
O 13.82195 28.04991 -9.69526 0.03
H 13.76680 26.49925 -11.05058 0.12
H 15.34405 27.28195 -10.91120 0.13
H 15.91005 25.73840 -9.40824 0.14
H 14.11323 25.47199 -8.94135 0.13
C 10.40885 32.20845 -7.40013 -0.14
C 11.16792 30.92346 -7.09483 -0.18
O 12.18088 31.41029 -6.37020 0.09
C 12.45620 32.66395 -6.73279 -0.50
O 13.50403 33.29691 -6.42007 0.09
O 11.37279 33.21165 -7.27857 0.08
H 9.64915 32.31632 -6.62597 0.13
H 9.86315 32.10543 -8.33805 0.10
H 11.48569 30.49571 -8.04571 0.08
H 10.60582 30.21820 -6.48265 0.15
C 8.41936 29.32807 -16.67607 -0.11
C 8.78796 30.05761 -15.38296 -0.26
C 9.84116 31.13922 -15.68310 -0.18
C 9.61427 32.16964 -16.75571 -0.21
N 9.44852 32.94929 -17.54932 0.15
H 7.56747 28.65150 -16.60787 0.07
H 9.24816 28.79213 -17.13861 0.08
H 8.14933 30.13722 -17.35464 0.06
H 9.20289 29.29309 -14.72613 0.10
H 7.89811 30.48019 -14.91639 0.11
H 10.76054 30.57627 -15.84407 0.12
H 9.95947 31.67817 -14.74308 0.07
C 11.81318 29.36801 -12.14751 -0.23
S 11.15746 30.44888 -10.83549 0.89
O 10.59475 29.49275 -9.75667 -0.55
C 9.75430 31.06797 -11.74316 -0.27
H 12.09371 29.83860 -13.08982 0.06
H 11.16238 28.52556 -12.38165 0.05
H 12.73224 28.87604 -11.82904 0.03
H 9.14570 31.61108 -11.02015 0.04
H 9.11022 30.24916 -12.06382 0.06
H 10.15434 31.70009 -12.53593 0.03

89
Properties=species:S:1:pos:R:3:lowdin_charge:R:1 method="wB97M-V/def2-TZVPD" largest_force_ev_per_a=3.3 energy_ha=-5617.83288 orbital_gap_ha=0.1735 e_homo_ev=-3.34 total_charge=-1
O 3.25160 1.61804 1.16604 0.02
C 3.37899 2.31651 0.15451 -0.30
O 2.53817 3.35448 -0.25145 -0.11
C 2.20793 4.26233 0.84675 -0.26
C 0.83719 3.75368 1.53931 -0.42
As -0.75907 4.09248 0.33373 0.35
P -1.73797 2.02028 0.71792 0.24
O -0.85244 0.89596 -0.28475 -0.51
I -1.51311 1.31559 3.09815 0.24
H 4.24450 2.06669 -0.54849 0.14
H 3.03996 4.37316 1.61286 0.10
H 2.03689 5.29341 0.37732 0.09
H 0.71026 4.40389 2.46677 0.07
H 1.01051 2.67101 1.82382 0.02
H 0.01863 3.44047 -0.86826 -0.07
H -1.92080 4.38995 -0.68074 -0.10
H -1.57935 4.77325 1.48296 -0.06
H -0.11829 5.48239 -0.03820 -0.06
H -1.15526 0.02228 0.03050 -0.03
C 0.71272 -2.41609 3.69054 -0.12
C 0.31129 -3.85014 3.85380 -0.15
O -1.09983 -3.81093 3.66723 0.06
C -1.37400 -2.70092 2.93184 -0.57
O -2.44436 -2.45752 2.45318 0.11
O -0.28021 -1.90730 2.80677 -0.01
H 1.70843 -2.30816 3.26087 0.14
H 0.66931 -1.85767 4.62998 0.14
H 0.74863 -4.49441 3.09288 0.11
H 0.56166 -4.24469 4.83830 0.14
C -6.75892 3.73456 0.56431 -0.14
C -6.09467 2.74181 -0.34211 -0.14
O -5.04626 3.49654 -0.93449 0.03
C -4.76739 4.52810 -0.08574 -0.56
O -3.82692 5.26010 -0.19460 0.08
O -5.69886 4.61526 0.90460 0.06
H -7.17846 3.26940 1.45721 0.13
H -7.54401 4.30460 0.05805 0.13
H -5.65835 1.90177 0.20590 0.13
H -6.77204 2.35447 -1.10461 0.13
C -2.34933 5.47597 -4.16129 -0.12
C -3.67819 5.08692 -3.59040 -0.13
O -4.57746 5.34219 -4.66732 0.06
C -3.85187 5.29122 -5.81529 -0.56
O -4.32659 5.29633 -6.91466 0.13
O -2.51871 5.23115 -5.55560 0.06
H -1.53113 4.87971 -3.75669 0.14
H -2.12292 6.53556 -4.01311 0.14
H -3.72686 4.02603 -3.33189 0.13
H -3.94394 5.67649 -2.71334 0.12
C 3.36892 -7.39311 1.35070 -0.14
C 3.49462 -6.15006 0.52656 -0.13
O 2.93263 -5.14824 1.36556 0.08
C 3.03472 -5.59415 2.64401 -0.54
O 2.80706 -4.92498 3.60875 0.14
O 3.42713 -6.89664 2.68439 0.07
H 4.17638 -8.10087 1.16212 0.14
H 2.41033 -7.89857 1.20174 0.13
H 4.53597 -5.89159 0.31636 0.14
H 2.95041 -6.21746 -0.41380 0.12
C 1.84832 -9.19100 -1.99972 -0.12
C 2.50525 -10.16679 -2.93025 -0.13
O 3.57063 -9.40778 -3.48872 0.07
C 3.85846 -8.41070 -2.61091 -0.55
O 4.80890 -7.69374 -2.69251 0.17
O 2.92311 -8.33522 -1.62432 0.03
H 1.41373 -9.67579 -1.12485 0.14
H 1.07734 -8.59370 -2.49398 0.14
H 2.92374 -11.03017 -2.40495 0.13
H 1.82938 -10.51999 -3.70945 0.14
C 5.57017 7.88374 2.17154 -0.14
C 5.18026 6.44665 2.35423 -0.13
O 3.77115 6.47011 2.17126 0.03
C 3.48292 7.57007 1.42143 -0.55
O 2.41548 7.80020 0.94505 0.17
O 4.57498 8.37417 1.28521 0.06
H 6.56487 7.99517 1.73810 0.13
H 5.52363 8.45216 3.10508 0.13
H 5.62398 5.79252 1.59781 0.14
H 5.43648 6.06776 3.34429 0.14
C -2.57186 -2.61985 -1.54734 -0.12
C -3.39537 -3.35323 -0.53207 -0.12
O -3.72413 -4.56714 -1.20355 0.06
C -2.77629 -4.76758 -2.15588 -0.56
O -2.65775 -5.77754 -2.78829 0.13
O -1.97862 -3.67624 -2.29725 0.06
H -1.80845 -1.99045 -1.09013 0.13
H -3.18024 -2.00778 -2.21893 0.14
H -2.83087 -3.59114 0.37216 0.11
H -4.29644 -2.80729 -0.25256 0.14

83
Properties=species:S:1:pos:R:3:lowdin_charge:R:1 method="wB97M-V/def2-TZVPD" largest_force_ev_per_a=10.6 energy_ha=-3765.13351 orbital_gap_ha=0.2484 e_homo_ev=-10.89 total_charge=+1
C 2.21183 -3.32062 -3.20708 -0.13
C 1.30650 -3.15521 -1.81196 -0.51
Cl 2.30729 -2.70081 -0.28245 0.54
C -0.20141 -3.32289 -1.79164 -0.48
Cl -0.99685 -3.74954 -3.43332 0.57
C -1.03355 -3.10549 -0.39704 -0.06
N -0.77955 -2.06442 0.66941 0.13
C -1.75826 -2.26751 1.80828 -0.12
N -1.76843 -1.52437 2.95005 -0.06
C -2.64866 -1.66390 4.16024 -0.05
C -2.00579 -2.82598 5.17831 -0.14
O -0.79807 -3.38577 4.98828 0.03
F -2.80832 -3.20420 6.38580 -0.02
C -0.68246 -0.43088 3.04085 -0.07
C -1.08152 0.96377 2.28754 -0.25
C -2.54463 1.58762 2.68115 -0.05
F -1.01247 0.93478 0.80859 -0.12
N -2.68496 -3.40323 1.48958 0.00
C -3.82069 -4.08763 2.18685 -0.04
C -5.28447 -3.08823 1.99151 -0.14
C -5.26499 -2.07651 0.58075 -0.01
O -6.17962 -3.43187 0.75717 -0.20
N -2.19669 -3.83701 0.23529 -0.06
C -2.67954 -5.02801 -0.61449 -0.13
C -4.12491 -4.90774 -1.39626 0.05
C -4.48545 -6.32441 -2.20994 0.00
C -3.37102 -7.50481 -2.08335 -0.09
N -2.04915 -7.54417 -1.39584 0.00
C -1.67123 -6.31216 -0.64499 -0.02
H 1.63104 -2.89716 -4.13323 0.08
H 2.57355 -4.43658 -3.33498 0.11
H 3.18246 -2.63593 -3.09208 0.10
H -3.78829 -1.81868 3.95391 0.13
H -2.57539 -0.65482 4.79464 0.15
H -0.54094 -0.16257 4.19544 0.16
H 0.37493 -0.81220 2.68418 0.15
H -0.27168 1.76939 2.63526 0.16
H -2.36738 2.68908 3.09114 0.10
H -3.14198 0.99783 3.49379 0.06
H -3.23986 1.70509 1.72722 0.11
H -4.12273 -5.14126 1.76850 0.15
H -3.72769 -4.14956 3.35105 0.12
H -5.81126 -2.62372 3.03142 0.17
H -5.93271 -1.09079 0.66063 0.13
H -4.38699 -2.19663 -0.18411 0.09
H -4.83380 -3.97874 -1.40692 0.09
H -5.48946 -6.48364 -2.81195 0.11
H -3.67077 -8.51789 -2.64443 0.12
H -0.63013 -6.27553 -0.06938 0.14
C -0.01946 3.86452 -5.38571 -0.16
O -0.69956 4.35364 -4.24439 -0.27
P 0.14943 4.06597 -2.76470 0.77
O -1.12312 4.45921 -2.00110 -0.29
O 1.05833 5.42315 -3.00596 -0.29
C 0.40513 6.64182 -3.32355 -0.11
O 0.99841 3.77830 -1.28500 -0.27
C 0.29989 3.15635 -0.22482 -0.15
H -0.59232 4.13119 -6.27728 0.09
H 0.97579 4.31044 -5.45768 0.08
H 0.06575 2.77668 -5.32556 0.08
H -0.65279 6.64453 -3.03801 0.09
H 0.48110 6.81238 -4.40181 0.09
H 0.90500 7.46143 -2.80628 0.09
H -0.28488 2.31015 -0.59487 0.07
H -0.34422 3.87687 0.28027 0.09
H 1.02867 2.79021 0.50345 0.09
C 8.17641 4.31772 1.68807 -0.16
O 6.76293 4.39263 1.65927 -0.27
P 6.07939 3.87547 0.15649 0.77
O 4.73684 4.47017 0.60481 -0.29
O 6.14840 2.30152 0.65063 -0.28
C 5.62459 1.95567 1.92291 -0.12
O 5.39585 3.35831 -1.34629 -0.26
C 4.47762 4.21732 -1.99259 -0.14
H 8.52360 4.60930 2.68236 0.09
H 8.50921 3.29730 1.48183 0.08
H 8.59661 5.00124 0.94611 0.08
H 4.91557 2.69756 2.30714 0.09
H 6.45317 1.85810 2.63105 0.09
H 5.11435 0.99460 1.85091 0.09
H 4.84223 5.24778 -1.98030 0.09
H 3.49739 4.15098 -1.51942 0.06
H 4.37091 3.89302 -3.03134 0.09